Molecular formula: H5NOSSi
Method: DFT, ωB97M-V with the def2-TZVPD basis set

Positions of all 9 atoms, in Å:
1 N 0.99985 0.93000 0.38709
2 O 0.58999 -1.71365 0.13037
3 Si 0.02025 -0.24281 -0.39173
4 S -2.05715 -0.09102 0.16516
5 H 1.76949 0.73752 0.96485
6 H 0.99105 1.92023 0.69171
7 H -0.08442 -2.25833 0.68834
8 H 0.14900 -0.12915 -1.87543
9 H -2.37806 0.84720 -0.76035

Properties
- Spin multiplicity: 3
- ΔE to the lowest compared entry with this formula, charge and spin: 24.20 kcal/mol
- Largest force on an atom: 4.3 eV/Å
- E: -22328.4111 eV
- HOMO energy (spin up / spin down): -4.24 / -10.28 eV

Löwdin atomic charge list, values in e, 8 entries:
1 N -0.093
2 O -0.284
3 Si 0.021
4 S 0.532
5 H 0.007
6 H 0.059
7 H 0.071
8 H -0.015